Density functional theory data (the ωB97M-V functional and the def2-TZVPD basis) for the molecule C23H20N2O6S.

Calculated total energy   -50275.558 eV
E_HOMO   -0.2928 hartree
LUMO energy   0.0144 hartree
Energy above the lowest of the compared OMol25 structures with the same formula, charge and spin   0.086 eV

```
52
Properties=species:S:1:pos:R:3:lowdin_charge:R:1
C -5.1570 -2.0490 1.5121 -0.011
C -5.4772 -2.3308 0.2651 -0.250
C -5.4364 -1.3889 -0.8936 -0.454
S -4.5075 0.1497 -0.5921 1.039
C -2.8902 -0.5017 -0.4922 -0.551
N -2.7141 -1.7612 -0.7517 0.132
C -1.4739 -2.2762 -0.5978 -0.305
O -1.3604 -3.5833 -0.8631 0.113
C -0.4001 -1.5237 -0.2066 -0.002
C 0.9603 -2.1272 0.0330 -0.174
O 1.2736 -2.0643 1.4185 0.094
C 2.3697 -1.3100 1.6535 -0.404
O 2.6990 -1.0499 2.7800 0.115
C 2.9519 -0.9070 0.3508 0.007
C 2.0622 -1.3595 -0.6295 -0.128
C 2.2187 -1.0661 -1.9615 -0.009
C 3.2800 -0.2489 -2.3104 0.023
C 4.1937 0.2127 -1.3697 -0.187
O 5.1917 0.9817 -1.8913 -0.072
C 5.8630 1.9345 -1.0918 -0.073
C 4.0825 -0.1626 -0.0076 -0.119
O 5.1041 0.2078 0.7994 -0.084
C 5.3660 -0.5041 1.9918 -0.048
C -0.5634 -0.1167 0.0399 -0.334
O 0.2981 0.6757 0.3467 0.132
N -1.9042 0.3367 -0.1262 0.064
C -2.1695 1.7147 0.1318 -0.266
C -2.5551 2.5499 -0.9069 -0.049
C -2.8054 3.8851 -0.6463 -0.070
C -2.6596 4.3826 0.6375 -0.078
C -2.2594 3.5457 1.6658 -0.063
C -2.0125 2.2075 1.4183 0.002
H -5.2236 -2.7865 2.2921 0.057
H -4.8135 -1.0714 1.8080 0.042
H -5.8232 -3.3208 -0.0043 0.099
H -6.4437 -1.0538 -1.1515 0.079
H -4.9868 -1.8657 -1.7643 0.072
H -2.2388 -3.9215 -1.0885 0.125
H 0.9346 -3.1819 -0.2682 0.168
H 1.5270 -1.4328 -2.7030 0.119
H 3.4395 0.0451 -3.3357 0.122
H 6.6592 1.4788 -0.5000 0.088
H 5.1732 2.4568 -0.4268 0.100
H 6.2971 2.6444 -1.7970 0.092
H 6.3783 -0.2195 2.2783 0.095
H 5.3215 -1.5829 1.8200 0.107
H 4.6652 -0.2440 2.7848 0.082
H -2.6503 2.1559 -1.9075 0.116
H -3.1065 4.5381 -1.4512 0.106
H -2.8511 5.4264 0.8356 0.104
H -2.1362 3.9345 2.6650 0.107
H -1.6903 1.5477 2.2088 0.128
```